# 1
# C2H3N3O

A single C2H3N3O molecule at a distorted geometry (wB97M-V/def2-TZVPD, the OMol25 dataset).

Geometry (Å):
H1 1.472 1.893 -0.254
N1 0.634 1.879 0.537
C1 0.396 0.539 0.341
N2 0.764 -0.016 -0.963
C2 -0.090 -1.071 -0.955
N3 -0.892 -1.127 0.107
O1 -0.654 -0.004 0.938
H2 -0.122 -2.008 -1.623
H3 -1.501 -1.815 0.288

Computed properties:
2S+1 = 1
Structure (SMILES) = [H]/N=c1\nc[nH]o1
Total energy = -8636.4449 eV
Relative energy (zero: lowest compared OMol25 entry of this formula, charge and spin) = 93.39 kcal per mole

---

# 2
# C2H3N3O

A molecular structure, C2H3N3O at a distorted geometry (wB97M-V/def2-TZVPD, the OMol25 dataset).

Geometry (Å):
O1 -2.161 -0.191 -0.269
C1 -0.864 -0.108 -0.081
N1 -0.005 -1.040 0.253
N2 2.235 0.030 0.130
N3 1.003 0.177 0.073
C2 0.001 1.027 -0.214
H1 -2.422 -1.104 -0.079
H2 2.307 -0.860 0.633
H3 -0.092 2.073 -0.443

Computed properties:
2S+1 = 1
Total energy = -8635.7843 eV
Relative energy (zero: lowest compared OMol25 entry of this formula, charge and spin) = 108.62 kcal per mole